Here is an isolated molecule of C19H19ClN4O6S from the Open Molecules 2025 dataset. Energies are from ωB97M-V/def2-TZVPD.

The geometry in XYZ format:
```
50
Properties=species:S:1:pos:R:3:forces:R:3
N -1.20381 -2.01208 -0.57860 -0.8 -0.1 -0.7
C -1.06139 -1.36255 -1.91828 1.1 -1.0 -0.2
C -2.32559 -0.65452 -2.30424 -1.0 0.6 1.4
C -2.68666 0.57305 -1.37886 1.4 -0.9 -0.4
C -2.91569 0.42219 0.09596 2.8 -0.9 0.1
O -3.96360 -0.04936 0.42022 -2.6 -0.3 1.5
N -1.85370 0.67115 0.99490 -3.6 1.0 -1.5
C -1.84863 0.87764 2.37243 0.4 -1.2 -0.1
C -0.55572 0.71775 2.85270 -2.8 0.1 2.8
C -0.39508 0.52981 4.21744 -1.1 -0.6 -0.1
Cl 1.13486 0.16055 4.89761 0.4 0.0 0.1
C -1.53883 0.48629 5.01212 0.1 1.3 2.3
C -2.79114 0.88233 4.56130 -0.7 0.8 -1.0
S -4.13435 1.33586 5.69239 -3.3 -2.4 1.0
O -3.69415 1.49620 7.05804 0.8 -0.4 -0.6
O -5.29716 0.38712 5.55206 3.3 2.8 -0.5
O -4.58281 2.87931 5.32061 0.5 -1.9 -0.5
C -2.99060 1.03934 3.19364 0.2 0.3 -1.4
O -4.14603 1.37927 2.57886 0.0 -0.6 0.3
C 0.08798 -0.36470 -1.88944 -1.2 -0.8 2.6
N 0.25245 0.44862 -0.83103 1.1 -2.2 -4.2
N 1.46484 1.01332 -1.10028 1.7 0.4 -1.1
C 1.93228 0.50776 -2.23109 0.6 2.9 1.6
C 3.18061 0.99656 -2.93856 -2.1 1.7 0.7
C 4.06894 -0.12838 -3.04809 1.4 -1.7 -1.7
C 4.02188 -1.06177 -4.08876 0.4 -0.4 -0.6
C 5.03767 -2.04460 -4.20592 -1.2 1.4 1.1
C 5.99895 -2.12735 -3.23581 -0.3 1.3 1.3
C 6.01183 -1.23579 -2.13903 0.9 -0.1 -1.3
C 5.07128 -0.20581 -2.11283 1.8 -0.4 1.3
O 1.13554 -0.39909 -2.77964 -2.0 0.1 1.3
H -1.74902 -2.88794 -0.65453 0.1 0.9 -0.2
H -0.31532 -2.33587 -0.26912 0.9 0.0 0.3
H -0.79833 -2.13607 -2.66574 -0.1 0.5 0.0
H -2.18620 -0.15636 -3.26369 -0.3 -0.5 -0.3
H -3.20534 -1.34751 -2.27881 0.8 0.5 -0.3
H -1.94639 1.32168 -1.50378 0.6 0.8 -0.5
H -3.58393 0.86341 -1.85124 -1.2 0.9 0.1
H -0.98248 0.50785 0.56739 1.3 0.3 -0.6
H 0.12917 0.56467 2.12508 2.7 -0.3 -1.6
H -1.50177 0.41582 6.11513 0.5 -0.2 -0.7
H -5.05073 3.02120 6.16134 -0.1 0.7 0.0
H -4.23380 0.77013 1.77352 -0.2 0.5 0.7
H 3.66233 1.69173 -2.25050 -0.4 0.2 0.1
H 2.92933 1.62472 -3.83225 0.1 -1.0 0.4
H 3.26254 -0.93689 -4.87852 0.4 -0.2 0.5
H 5.16796 -2.71916 -4.99960 -0.5 -0.6 -1.2
H 6.80419 -2.78761 -3.39773 0.8 -0.8 0.1
H 6.94762 -1.24294 -1.54549 -1.1 0.1 0.1
H 5.23597 0.61101 -1.39126 -0.4 -0.5 -0.3
```
Forces are in eV/Å.

SMILES: N[C@@H](CCC(=O)Nc1cc(Cl)cc(S(=O)(=O)O)c1O)c1nnc(Cc2ccccc2)o1
Energy, eV: -61611.5929

Just the Löwdin charges please, in e? Sure, here they are: 0.076, -0.312, -0.120, -0.086, -0.411, 0.097, 0.146, -0.128, -0.014, -0.661, 0.695, -0.087, -0.185, 0.739, -0.308, -0.311, -0.156, -0.237, 0.056, -0.229, 0.103, 0.108, -0.314, -0.076, -0.288, -0.007, -0.072, -0.097, -0.053, -0.045, 0.175, 0.102, 0.066, 0.147, 0.121, 0.139, 0.094, 0.109, 0.047, 0.083, 0.124, 0.079, 0.079, 0.119, 0.153, 0.122, 0.088, 0.088, 0.114, 0.127


Here is a cluster of 5 separate species, C9H24Cl4O4S4 in total from the Open Molecules 2025 dataset. Energies are from ωB97M-V/def2-TZVPD.

The geometry in XYZ format:
```
45
Properties=species:S:1:pos:R:3:forces:R:3
C 1.32167 -1.71269 -3.48983 0.1 -0.1 -0.1
S 0.08390 -1.79207 -4.78065 0.0 -0.2 0.0
O -0.24605 -0.37993 -5.09355 -0.1 0.3 0.0
C 1.17629 -2.33952 -6.08755 -0.1 -0.2 -0.2
H 2.08192 -0.99653 -3.80179 -0.1 0.1 0.1
H 1.78788 -2.68463 -3.33081 -0.1 -0.1 0.1
H 0.78487 -1.39043 -2.60205 0.2 0.0 0.1
H 0.56325 -2.38304 -6.98674 0.1 0.1 0.0
H 1.55439 -3.34062 -5.87829 0.0 0.0 0.1
H 1.98210 -1.61893 -6.21666 0.0 0.0 0.0
C 1.06544 2.37139 -2.86287 -0.3 -0.5 -0.1
S 2.60580 3.22167 -2.56573 -0.1 0.3 -0.2
O 3.21591 2.61959 -1.35909 0.1 -0.2 0.4
C 3.47136 2.47739 -3.94877 0.2 -0.1 -0.2
H 0.28624 2.62828 -2.14831 0.2 0.4 0.0
H 1.24275 1.30111 -2.73496 0.1 0.0 -0.2
H 0.74087 2.58535 -3.88068 -0.1 0.0 0.0
H 4.51822 2.75399 -3.83526 0.0 0.0 0.0
H 3.11544 2.83796 -4.91380 -0.1 0.1 0.1
H 3.36267 1.39500 -3.88432 0.0 0.0 0.0
C 1.06322 1.99295 5.21504 0.4 0.5 0.0
S 0.48960 0.31479 5.50649 -0.1 -0.2 -0.4
O 1.59757 -0.40234 6.17737 0.2 -0.2 0.2
C -0.69538 0.75312 6.75625 -0.4 0.1 0.6
H 1.01267 2.26094 4.16190 -0.1 -0.1 0.0
H 2.10711 1.99745 5.52896 0.0 -0.1 0.0
H 0.52217 2.72023 5.81740 -0.1 0.0 -0.1
H -1.20401 -0.14070 7.11133 0.0 -0.1 -0.1
H -1.41422 1.45685 6.33413 0.0 -0.1 0.0
H -0.18563 1.21201 7.60596 0.1 0.0 -0.1
C -3.13170 -2.66133 2.35866 0.0 0.3 0.3
S -3.20971 -2.15495 0.64722 0.3 0.2 0.0
O -3.81032 -3.27203 -0.10909 -0.2 -0.4 -0.2
C -4.47604 -0.91376 0.86973 -0.3 0.3 -0.1
H -4.11117 -2.99583 2.69756 0.0 -0.2 -0.1
H -2.83502 -1.79875 2.96059 0.1 -0.1 0.0
H -2.37812 -3.44064 2.42814 -0.1 -0.1 0.1
H -4.76858 -0.56606 -0.12008 0.1 0.0 0.0
H -4.05379 -0.07872 1.42975 -0.1 0.0 0.0
H -5.35438 -1.32292 1.36926 0.1 -0.1 0.0
C 0.03027 0.30477 1.12555 0.1 -0.3 0.2
Cl 0.63099 -1.26882 1.67618 0.0 0.1 -0.1
Cl -1.40463 0.71770 2.09015 0.1 0.2 0.0
Cl 1.27431 1.52530 1.33932 0.0 0.0 0.0
Cl -0.41013 0.20741 -0.57608 -0.1 0.0 0.0
```
Forces are in eV/Å.

Energy above the lowest of the compared OMol25 structures with the same formula, charge and spin, kcal per mole: 0.0
Energy, eV: -111339.0787

Just the Löwdin charges please, in e? Sure, here they are: -0.267, 0.803, -0.556, -0.274, 0.046, 0.060, 0.004, 0.049, 0.055, 0.057, -0.295, 0.798, -0.569, -0.266, 0.034, 0.016, 0.060, 0.051, 0.057, 0.045, -0.255, 0.766, -0.544, -0.286, 0.005, 0.060, 0.046, 0.050, 0.054, 0.063, -0.274, 0.744, -0.540, -0.276, 0.059, 0.031, 0.051, 0.055, 0.015, 0.060, -2.014, 0.540, 0.532, 0.580, 0.571


Here is a cluster of 8 separate species, C32H37Br6N4O9 in total from the Open Molecules 2025 dataset. Energies are from ωB97M-V/def2-TZVPD.

The geometry in XYZ format:
```
88
Properties=species:S:1:pos:R:3:forces:R:3
C -0.09572 -0.14714 0.93075 0.8 0.0 0.2
C 1.29094 -0.43821 0.31810 0.2 0.9 -1.3
O 2.19225 0.57814 0.25954 -0.3 -0.1 0.3
H -0.61864 -1.10616 0.88305 -0.5 0.2 0.2
H -0.62851 0.64113 0.39543 0.0 -0.2 -0.3
H -0.00187 0.21560 1.95785 -0.1 -0.2 0.0
H 1.05841 -0.76710 -0.72248 -0.2 -0.3 -0.2
H 1.67801 -1.38336 0.76331 0.1 -0.2 0.6
Br -1.71370 -1.70302 -1.99827 0.0 -0.5 0.0
C -1.30765 -3.48563 -1.25783 -0.5 0.6 0.4
C 0.11427 -3.83320 -1.56006 0.2 -0.2 -0.2
Br 0.52006 -5.56719 -0.72420 0.0 0.3 -0.1
H -2.05258 -4.18467 -1.62540 0.2 0.0 -0.3
H -1.47073 -3.37502 -0.18845 0.1 0.0 0.0
H 0.80238 -3.09618 -1.15245 0.0 -0.1 0.1
H 0.28997 -3.94280 -2.62695 0.0 -0.1 0.0
Br 5.90261 2.19493 -2.45998 -0.5 -0.1 0.2
C 4.10893 1.61710 -1.84450 -0.2 -0.7 -0.8
C 2.94094 2.34206 -2.52060 1.3 0.6 0.7
Br 3.12879 2.47089 -4.47657 -0.2 -0.1 0.5
H 4.13294 1.71342 -0.76659 -0.4 0.2 0.0
H 4.00895 0.55852 -2.06789 0.4 -0.1 0.0
H 2.96112 3.35811 -2.13580 -0.4 0.2 -0.3
H 2.00818 1.85035 -2.26622 0.0 -0.1 0.0
Br 4.62236 0.86457 3.82633 -0.1 -0.3 0.0
C 3.63261 -0.36885 2.65195 0.5 0.1 -0.2
C 4.49732 -0.78445 1.47066 -0.2 -0.5 0.1
Br 5.83456 -2.20349 1.98980 -0.4 0.6 -0.1
H 2.77247 0.21688 2.33112 0.1 -0.1 -0.4
H 3.32631 -1.22553 3.24465 0.1 0.0 0.1
H 5.06301 0.01471 1.01290 0.1 0.2 0.3
H 3.92354 -1.24741 0.66916 -0.2 0.0 0.3
C -0.49370 3.86623 -2.52360 -0.8 -0.4 1.1
C -0.33167 3.50760 -1.18887 0.2 0.4 -0.1
C -0.72317 4.38864 -0.18777 -1.0 -0.4 0.4
C -1.40960 5.55100 -0.50882 0.8 0.1 -0.8
C -1.63925 5.89675 -1.84409 -0.1 0.2 0.6
C -1.22971 5.02256 -2.81370 1.4 -0.6 -1.2
N -1.77090 6.48358 0.56222 -0.4 -0.6 0.6
O -1.75236 6.05117 1.70301 0.2 0.2 -0.3
O -2.11554 7.60646 0.26697 0.0 0.3 -0.3
H -0.13047 3.14229 -3.24173 -0.1 0.4 -0.5
H 0.10804 2.55377 -0.92177 0.2 0.1 0.1
H -0.66187 4.09821 0.85211 0.3 0.1 0.0
H -2.07564 6.83595 -2.15107 -0.2 0.0 0.4
H -1.30482 5.29312 -3.86045 -0.3 0.1 0.0
C 2.57844 -2.63226 -5.10312 -0.9 0.2 0.5
C 2.07224 -1.67042 -4.24583 0.3 0.7 -0.1
C 1.36387 -0.56894 -4.72898 0.0 0.0 0.4
C 1.00425 -0.52764 -6.06312 1.0 -0.7 -0.1
C 1.43745 -1.53639 -6.91834 -0.5 -0.3 -0.2
C 2.16509 -2.61576 -6.43424 0.6 0.1 0.1
N 0.33542 0.62838 -6.65164 -0.3 0.9 0.1
O 0.06668 1.55608 -5.91180 0.0 -0.3 0.1
O 0.09521 0.63630 -7.84750 0.1 -0.4 0.1
H 3.23388 -3.35346 -4.63315 0.0 -0.4 -0.5
H 2.33504 -1.69798 -3.19556 0.0 0.1 0.0
H 1.21337 0.26603 -4.06077 -0.5 0.0 -0.1
H 1.17556 -1.46145 -7.96458 0.0 -0.1 0.0
H 2.48785 -3.41602 -7.08624 0.0 0.1 -0.2
C -1.35114 -3.35676 4.78943 0.1 0.2 0.9
C -0.44824 -2.93173 3.82953 -0.4 -0.6 0.4
C 0.10617 -1.66099 3.92793 0.5 -0.3 -0.5
C -0.19700 -0.89059 5.01903 -0.9 -0.2 0.3
C -1.04478 -1.34311 6.02670 -0.3 0.7 0.6
C -1.66943 -2.55851 5.90101 0.6 -1.1 -0.9
N 0.35620 0.46338 5.09258 1.1 0.2 0.5
O 0.95751 0.87539 4.12932 -0.1 0.0 -0.5
O 0.28201 1.07372 6.14190 -0.6 -0.2 0.3
H -1.73937 -4.36780 4.82299 0.0 0.0 -0.5
H -0.18491 -3.68680 3.10015 0.3 0.5 -0.4
H 0.81452 -1.26583 3.21275 -0.1 -0.2 -0.1
H -1.20557 -0.73267 6.90607 0.0 0.1 -0.1
H -2.28785 -3.04846 6.64029 -0.1 0.6 0.3
C -3.90896 -2.54447 2.95478 -0.3 0.7 -0.5
C -3.16703 -1.82633 1.99825 -0.6 -0.5 0.9
C -3.53172 -0.53530 1.69107 0.8 0.8 -0.7
C -4.61315 0.07960 2.28303 0.2 -0.9 0.2
C -5.37748 -0.63167 3.18050 -0.4 0.1 0.7
C -5.00091 -1.91610 3.57083 0.2 0.0 -0.8
N -4.90609 1.47515 1.96339 0.0 0.1 -0.5
O -6.04106 1.87234 2.08812 -0.7 -0.1 0.4
O -3.99760 2.15833 1.55366 0.5 0.0 -0.1
H -3.67545 -3.58458 3.13233 0.1 0.1 0.3
H -2.27693 -2.24113 1.55139 -0.1 -0.1 -0.1
H -2.95363 0.03865 0.97710 0.1 -0.1 0.0
H -6.26588 -0.18588 3.60793 0.1 0.1 0.0
H -5.62741 -2.40866 4.29999 0.1 -0.2 0.0
```
Forces are in eV/Å.

Energy, eV: -478417.0045
Charge: -1

Just the Löwdin charges please, in e? Sure, here they are: -0.117, -0.540, -0.319, 0.025, 0.054, 0.047, 0.054, 0.076, 0.636, -0.678, -0.691, 0.597, 0.055, 0.022, 0.035, 0.049, 0.531, -0.664, -0.644, 0.609, 0.036, 0.044, 0.057, 0.033, 0.577, -0.687, -0.638, 0.498, 0.014, 0.040, 0.040, 0.034, -0.051, -0.053, 0.012, -0.142, -0.016, -0.077, -0.358, 0.072, 0.069, 0.095, 0.092, 0.123, 0.115, 0.106, -0.067, -0.069, -0.029, -0.152, -0.006, -0.066, -0.348, 0.048, 0.064, 0.109, 0.106, 0.083, 0.114, 0.102, -0.102, -0.062, 0.001, -0.133, -0.003, -0.069, -0.338, 0.075, 0.078, 0.105, 0.112, 0.094, 0.118, 0.105, -0.063, -0.059, -0.004, -0.149, -0.012, -0.062, -0.362, 0.081, 0.094, 0.098, 0.069, 0.106, 0.117, 0.101


Summary of largest force on an atom in eV Å⁻¹
4.83, 0.70, 1.94
(order as listed above)